(1)
16
Properties=species:S:1:pos:R:3 method="wB97M-V/def2-TZVPD" gap_ev=8.925 de_lowest_kj_mol=15.09 charge=0 e_homo_ev=-9.3
C 1.8197 -0.9881 2.2661
C -1.4896 0.7644 -2.2834
C -1.2573 1.0111 -0.8040
N 2.8188 -0.5002 2.7577
O 1.4624 0.3617 -0.8936
P 0.1548 0.3737 1.8951
P 0.1919 0.0197 -0.2495
I 1.4410 -2.9944 1.5870
H -0.6164 1.0861 -2.8521
H -1.6460 -0.2988 -2.4703
H -2.3591 1.3116 -2.6427
H -2.1333 0.7392 -0.2093
H -1.0231 2.0631 -0.6094
H 3.6669 -1.0247 2.9322
H -0.7925 -0.6394 2.0956
H -0.2381 -1.2851 -0.5194

(2)
63
Properties=species:S:1:pos:R:3 method="wB97M-V/def2-TZVPD" gap_ev=6.013 de_lowest_kj_mol=237.17 charge=+1 e_homo_ev=-11.3
N 2.6714 -0.6676 -0.0161
N 1.7173 -0.4033 0.5678
N 0.6562 -0.0140 1.0992
C 0.5195 -0.3180 2.5358
C -0.9508 -0.6665 2.7389
C -1.3517 -1.4769 3.8039
C -2.7065 -1.8035 3.9588
C -3.6519 -1.3127 3.0532
C -3.2517 -0.4675 2.0108
C -1.8958 -0.1610 1.8496
C 1.3934 -1.5379 2.8644
C 1.3101 -2.6208 1.9810
C 2.1529 -3.7290 2.1381
C 3.0495 -3.7804 3.2146
C 3.0481 -2.7528 4.1561
C 2.2056 -1.6400 3.9963
C 0.8631 0.9601 3.3417
C -0.2533 1.8258 3.9247
C 0.4584 3.1427 4.2507
C 1.7829 3.1170 3.4726
N 1.6403 1.9473 2.6015
H -0.6068 -1.8624 4.5072
H -3.0061 -2.4470 4.7906
H -4.7034 -1.5871 3.1622
H -3.9743 -0.0485 1.3071
H -1.5636 0.4646 1.0154
H 0.5429 -2.6413 1.1947
H 2.1016 -4.5285 1.3951
H 3.7279 -4.6283 3.3156
H 3.7056 -2.7981 5.0213
H 2.1950 -0.8715 4.7722
H 1.4886 0.6756 4.1999
H -1.0562 2.0025 3.2068
H -0.7445 1.3523 4.7818
H -0.1479 4.0127 3.9950
H 0.6613 3.2112 5.3193
H 1.9651 4.0284 2.9042
H 2.6340 2.9568 4.1528
H 2.5486 1.5694 2.3183
C 0.2394 3.4569 1.0011
C 1.0697 3.4925 -0.1568
C 2.1797 2.5982 -0.2750
C 2.8911 2.4715 -1.4592
C 2.5501 3.2857 -2.5542
C 1.4862 4.1964 -2.4639
C 0.7501 4.3012 -1.2884
C -0.7133 4.4936 1.3139
C -1.9525 4.1708 1.9499
C -2.9151 5.1457 2.1883
C -2.6899 6.4651 1.7722
C -1.4730 6.8245 1.1703
C -0.4866 5.8657 0.9711
H 0.0758 2.4730 1.4433
H 2.4551 2.0259 0.6024
H 3.6998 1.7415 -1.5356
H 3.1272 3.2151 -3.4767
H 1.2144 4.8223 -3.3154
H -0.1133 4.9655 -1.2552
H -2.1769 3.1185 2.1491
H -3.8602 4.8630 2.6641
H -3.4672 7.2159 1.9127
H -1.3079 7.8481 0.8210
H 0.4508 6.1423 0.4764

Number 1: energy -1229.4716 Ha, molecular weight 262.95 u. Number 2: energy -1379.2531 Ha, molecular weight 445.59 u.